Record 1
{"formula": "C33H24BrN3O2PtS2", "method": "ωB97M-V/def2-TZVPD", "elements": ["Pt", "S", "C", "C", "C", "C", "C", "C", "N", "C", "C", "C", "C", "C", "C", "C", "C", "N", "C", "C", "C", "C", "C", "S", "C", "H", "H", "H", "H", "H", "H", "H", "H", "H", "H", "H", "H", "C", "C", "C", "C", "C", "C", "N", "H", "H", "H", "H", "H", "H", "H", "H", "Br", "C", "C", "C", "C", "C", "C", "C", "O", "O", "H", "H", "H", "H"], "positions_angstrom": [[-0.676, 1.067, -0.363], [0.513, 4.399, 4.144], [0.895, 4.940, 5.725], [1.685, 4.059, 6.396], [1.986, 2.918, 5.633], [1.426, 2.937, 4.379], [1.480, 1.903, 3.378], [0.871, 2.065, 2.124], [0.832, 1.113, 1.218], [1.413, -0.083, 1.450], [2.103, -0.323, 2.665], [2.738, -1.582, 2.872], [2.682, -2.552, 1.932], [1.970, -2.356, 0.714], [1.866, -3.351, -0.256], [1.134, -3.119, -1.417], [0.524, -1.855, -1.553], [0.621, -0.904, -0.660], [1.327, -1.115, 0.473], [1.015, -4.116, -2.449], [1.599, -5.356, -2.503], [1.305, -6.062, -3.681], [0.491, -5.366, -4.518], [0.067, -3.832, -3.881], [2.110, 0.682, 3.630], [0.520, 5.884, 6.065], [2.037, 4.211, 7.400], [2.596, 2.116, 6.004], [0.421, 3.012, 1.852], [3.259, -1.739, 3.805], [3.174, -3.500, 2.085], [2.368, -4.293, -0.106], [-0.042, -1.629, -2.449], [2.232, -5.754, -1.731], [1.688, -7.044, -3.899], [0.108, -5.662, -5.475], [2.615, 0.511, 4.566], [-1.532, -0.026, 3.013], [-2.485, -0.224, 1.889], [-3.724, -0.859, 2.016], [-4.301, -0.871, 0.756], [-3.393, -0.241, -0.093], [-3.579, -0.003, -1.546], [-2.292, 0.164, 0.599], [-1.987, -0.392, 3.931], [-1.279, 1.024, 3.147], [-0.607, -0.576, 2.851], [-4.134, -1.252, 2.927], [-5.252, -1.275, 0.464], [-4.505, -0.471, -1.873], [-2.755, -0.420, -2.129], [-3.651, 1.068, -1.745], [-0.499, 3.670, -7.429], [-0.737, 2.929, -5.686], [-1.987, 2.436, -5.348], [-2.180, 1.912, -4.081], [-1.135, 1.903, -3.176], [0.114, 2.392, -3.522], [0.321, 2.906, -4.797], [1.250, 2.392, -2.493], [2.382, 2.635, -2.874], [0.926, 2.170, -1.286], [-2.799, 2.467, -6.059], [-3.153, 1.524, -3.822], [-1.278, 1.513, -2.132], [1.297, 3.282, -5.067]], "atomic_forces_ev_per_a": [[0.5254, 0.8997, 0.0219], [0.3266, -0.3428, 0.4313], [-0.0297, -0.0498, -0.2767], [-0.1505, 0.2870, 0.0459], [-0.1391, -0.1044, -0.5168], [-0.1547, 0.7948, 0.6185], [0.5303, -1.1002, -0.2307], [0.2426, 0.0904, -0.0670], [-0.8085, -0.5780, 0.3385], [0.3476, 0.6336, 0.8479], [-0.2389, 0.1864, -0.6245], [0.0641, -0.3362, -0.1392], [0.1686, 0.1497, 0.3659], [-0.3299, 0.7727, -0.0864], [-0.4372, 0.2089, -0.7537], [0.4533, 0.2700, 0.9550], [0.1653, -0.0798, 0.0283], [0.0750, -0.2194, 0.4060], [0.0097, -1.0599, -0.6996], [-0.2309, -0.5573, -0.8284], [-0.0813, 0.4646, 0.1904], [-0.1136, -0.1201, -0.3086], [-0.1292, 0.2856, 0.0994], [0.3850, -0.4185, 0.2402], [-0.4081, 0.7824, -0.4212], [-0.0667, 0.1994, 0.0881], [0.0311, 0.0845, 0.1568], [0.1224, -0.2017, 0.0532], [-0.1034, -0.1005, -0.0120], [0.0804, -0.0558, 0.0609], [0.0472, -0.1151, 0.0758], [0.0228, -0.1263, 0.0806], [-0.0725, 0.0880, 0.0349], [0.1177, -0.0293, 0.1585], [0.0073, -0.1260, -0.0617], [-0.0510, -0.0860, -0.1716], [0.0237, -0.0734, 0.1565], [0.1276, 0.1025, -0.2020], [-0.7003, -0.5690, 1.0876], [1.2163, 0.5068, 0.4089], [0.5245, 0.5073, -1.1819], [-1.0998, -0.6133, -0.2687], [0.1809, 0.1459, 0.1021], [1.0408, 0.3383, -0.5528], [0.0131, 0.0219, 0.0300], [0.0101, 0.1294, 0.1506], [0.1115, -0.0716, 0.1345], [-0.0044, -0.0504, 0.2396], [-0.1619, -0.0362, -0.1004], [-0.0207, -0.0163, -0.0643], [0.0155, 0.0148, -0.1919], [-0.0085, 0.0785, -0.2051], [0.0333, -0.0965, 0.2198], [-0.0247, 0.0873, -0.2202], [0.1041, 0.0319, -0.0291], [-0.2023, -0.0958, 0.0135], [0.0506, 0.0638, 0.2032], [0.1251, -0.1179, 0.4818], [-0.0123, -0.0311, -0.0025], [-0.0023, 0.1362, -1.6446], [-0.0884, 0.0699, 0.0796], [-1.0245, -0.9752, 2.0523], [-0.0121, -0.0035, -0.0293], [-0.0434, -0.0380, 0.0911], [-0.3912, 0.1713, -0.9160], [0.0428, -0.0081, 0.0575]], "nbo_charge": [1.09, 0.46, -0.39, -0.25, -0.21, -0.24, -0.09, 0.11, -0.43, 0.13, 0.00, -0.20, -0.16, -0.09, -0.12, -0.08, 0.10, -0.46, 0.22, -0.22, -0.22, -0.25, -0.39, 0.45, -0.12, 0.24, 0.23, 0.22, 0.22, 0.22, 0.22, 0.22, 0.21, 0.22, 0.23, 0.24, 0.22, -0.62, 0.10, -0.32, -0.31, 0.08, -0.64, -0.54, 0.22, 0.20, 0.19, 0.21, 0.21, 0.23, 0.20, 0.20, 0.05, -0.07, -0.24, -0.20, -0.16, -0.07, -0.22, 0.76, -0.63, -0.76, 0.23, 0.22, 0.11, 0.26], "lumo_energy_ha": [-0.0536, -0.0539], "spin_multiplicity": 1, "total_energy_ev": -138134.52123, "e_above_lowest_ev": 0.897}

=====

Record 2
{"formula": "C33H24Cl3N4O5Rh", "method": "ωB97M-V/def2-TZVPD", "elements": ["Rh", "O", "C", "N", "C", "C", "C", "C", "C", "C", "N", "C", "C", "C", "C", "C", "N", "H", "H", "H", "H", "H", "H", "H", "H", "H", "H", "Cl", "C", "C", "C", "C", "C", "C", "C", "O", "O", "H", "H", "H", "H", "Cl", "C", "C", "C", "C", "C", "Cl", "C", "N", "C", "C", "C", "C", "C", "C", "C", "C", "O", "O", "H", "H", "H", "H", "H", "H", "H", "H", "H", "H"], "positions_angstrom": [[0.494, -0.192, 0.083], [-3.503, 1.143, 0.080], [-2.461, 0.498, 0.023], [-1.229, 1.015, 0.080], [-1.171, 2.452, 0.106], [0.238, 2.923, 0.270], [0.622, 4.205, -0.111], [1.928, 4.606, 0.093], [2.802, 3.724, 0.711], [2.337, 2.472, 1.073], [1.098, 2.063, 0.816], [-2.455, -0.986, -0.142], [-3.566, -1.740, 0.210], [-3.521, -3.109, 0.014], [-2.390, -3.654, -0.576], [-1.328, -2.822, -0.906], [-1.352, -1.518, -0.669], [-1.776, 2.833, 0.946], [-1.622, 2.853, -0.814], [-0.090, 4.862, -0.582], [2.250, 5.589, -0.219], [3.820, 4.008, 0.917], [2.978, 1.766, 1.581], [-4.426, -1.240, 0.630], [-4.354, -3.736, 0.303], [-2.337, -4.710, -0.794], [-0.442, -3.216, -1.387], [8.710, 0.900, -2.255], [7.060, 0.670, -1.789], [6.056, 0.897, -2.721], [4.741, 0.671, -2.362], [4.438, 0.236, -1.077], [5.450, 0.040, -0.141], [6.767, 0.251, -0.498], [3.021, 0.007, -0.683], [2.109, 0.041, -1.548], [2.772, -0.213, 0.527], [6.308, 1.238, -3.712], [3.936, 0.832, -3.064], [5.185, -0.285, 0.855], [7.560, 0.081, 0.212], [2.882, -7.403, 3.334], [1.552, -7.757, 2.291], [0.650, -8.736, 2.657], [-0.420, -9.029, 1.826], [-0.605, -8.300, 0.665], [0.298, -7.312, 0.305], [-0.060, -6.372, -1.102], [1.434, -7.041, 1.084], [2.388, -6.093, 0.795], [2.738, -5.619, -0.446], [2.824, -6.495, -1.534], [3.168, -6.028, -2.782], [3.455, -4.678, -2.962], [3.407, -3.809, -1.889], [3.072, -4.255, -0.611], [3.032, -3.329, 0.542], [1.569, -3.201, 1.193], [1.274, -4.049, 2.019], [0.887, -2.252, 0.782], [0.791, -9.264, 3.588], [-1.117, -9.808, 2.097], [-1.463, -8.476, 0.035], [2.591, -5.481, 1.583], [2.621, -7.545, -1.375], [3.218, -6.711, -3.618], [3.728, -4.314, -3.942], [3.641, -2.764, -2.037], [3.326, -2.323, 0.257], [3.664, -3.677, 1.360]], "atomic_forces_ev_per_a": [[0.5660, -0.9061, 0.2834], [0.4273, -0.2636, 0.0101], [-1.0577, -0.2348, 0.0437], [1.6441, -0.0054, -0.1316], [-0.2389, 0.1968, 0.1312], [0.0277, 0.2198, -0.1438], [0.0207, -0.0867, 0.0624], [-0.1170, -0.1941, 0.0232], [-0.1438, 0.0372, 0.1558], [0.5111, 0.2299, 0.1388], [-0.3892, -0.2489, -0.3208], [-0.5854, -0.3210, -0.0149], [0.1609, 0.1789, -0.0603], [0.2033, 0.0661, -0.0892], [-0.1142, 0.0952, -0.1241], [-0.0325, -0.5091, -0.1368], [0.1129, 0.3924, 0.2890], [0.0798, 0.0089, -0.2139], [0.1060, 0.0260, 0.2112], [-0.1377, 0.0539, -0.0265], [0.0670, 0.0535, -0.0159], [0.1202, -0.0477, 0.0592], [-0.0023, -0.0277, -0.1323], [-0.0113, 0.0429, 0.0001], [0.0049, -0.0196, -0.0210], [0.1295, -0.0244, 0.0309], [0.0803, -0.0126, 0.1641], [0.0913, 0.0495, 0.0034], [-0.1642, -0.0474, 0.0289], [0.1488, -0.0110, 0.0181], [-0.0753, -0.0593, 0.1424], [-0.0704, 0.0441, -0.0372], [-0.2052, 0.0111, -0.1709], [0.0963, 0.0087, -0.0697], [0.7785, 0.0144, -0.0849], [-0.9894, 0.0930, 0.0981], [-0.7830, 0.0896, 0.3164], [0.0454, 0.0065, -0.0721], [-0.0177, -0.0139, -0.0557], [0.0477, -0.0299, 0.0244], [0.1174, 0.0050, 0.0248], [0.1308, 0.0017, 0.1484], [-0.2512, -0.1363, -0.2661], [0.0042, 0.1005, -0.0662], [-0.0083, 0.0713, 0.0014], [0.0897, -0.0989, 0.0331], [0.1151, -0.1483, 0.3486], [-0.4184, 0.0817, -0.1085], [-0.0601, -0.0823, 0.0341], [0.2593, -0.0512, 0.6725], [0.4809, 0.3529, -0.9091], [0.2389, 0.1797, 0.2793], [0.0948, 0.2795, -0.0757], [-0.0409, -0.2314, -0.2936], [-0.0258, -0.2209, 0.3058], [-0.2524, -0.7568, -0.5584], [-1.1983, 0.5944, 0.9113], [3.5991, -2.0465, 0.0870], [-0.7900, 0.4328, 0.5052], [-2.5270, 3.1364, -1.0072], [0.0386, -0.0434, 0.0564], [-0.0610, -0.0070, 0.0102], [-0.0596, -0.0257, -0.0890], [-0.2336, -0.1888, -0.2683], [-0.0445, -0.0733, -0.0001], [0.0214, -0.0265, -0.0405], [0.0095, 0.0627, -0.0737], [0.0395, 0.1457, 0.0328], [0.2285, -0.2060, -0.0161], [0.1687, 0.0438, 0.0085]], "nbo_charge": [1.60, -0.59, 0.61, -0.62, -0.28, 0.24, -0.24, -0.13, -0.26, 0.06, -0.48, 0.11, -0.21, -0.14, -0.23, 0.08, -0.46, 0.24, 0.23, 0.23, 0.23, 0.23, 0.23, 0.25, 0.23, 0.24, 0.23, 0.02, -0.02, -0.24, -0.16, -0.12, -0.18, -0.23, 0.75, -0.69, -0.69, 0.23, 0.24, 0.24, 0.23, 0.00, 0.04, -0.25, -0.23, -0.22, -0.06, 0.01, 0.09, -0.61, 0.19, -0.23, -0.21, -0.27, -0.14, -0.09, -0.54, 0.83, -0.67, -0.77, 0.23, 0.22, 0.22, 0.44, 0.21, 0.21, 0.21, 0.20, 0.23, 0.22], "s_squared": 6.014, "lumo_energy_ha": [-0.0022, -0.1043], "spin_multiplicity": 5, "total_energy_ev": -91383.33755, "e_above_lowest_ev": 1.284}

=====

Record 3
{"formula": "C33H25AsHgN4O8S2", "method": "ωB97M-V/def2-TZVPD", "elements": ["Hg", "C", "C", "N", "C", "C", "S", "C", "C", "S", "C", "N", "C", "H", "H", "H", "H", "H", "H", "H", "H", "O", "C", "O", "C", "C", "C", "C", "C", "C", "O", "N", "O", "O", "N", "O", "O", "H", "H", "O", "As", "C", "C", "C", "C", "C", "C", "C", "C", "C", "C", "C", "C", "C", "C", "C", "C", "C", "C", "H", "H", "H", "H", "H", "H", "H", "H", "H", "H", "H", "H", "H", "H", "H"], "positions_angstrom": [[-0.352, -2.064, -0.530], [-3.766, -1.531, 0.996], [-2.728, -2.237, 1.772], [-1.566, -2.611, 1.337], [-0.797, -3.214, 2.296], [-1.415, -3.327, 3.521], [-2.995, -2.633, 3.460], [0.552, -3.590, 1.985], [1.477, -4.125, 2.852], [3.002, -4.314, 2.059], [2.292, -3.663, 0.600], [1.038, -3.353, 0.729], [3.107, -3.468, -0.617], [-3.364, -1.283, 0.017], [-4.066, -0.613, 1.503], [-4.654, -2.152, 0.864], [-1.045, -3.752, 4.428], [1.364, -4.400, 3.879], [4.061, -3.984, -0.531], [3.294, -2.403, -0.761], [2.558, -3.811, -1.494], [1.626, -1.067, -3.847], [0.631, -1.360, -3.198], [0.667, -2.182, -2.203], [-0.698, -0.727, -3.585], [-0.769, -0.098, -4.813], [-1.926, 0.563, -5.230], [-3.031, 0.630, -4.372], [-2.966, 0.017, -3.152], [-1.823, -0.725, -2.709], [-1.887, -1.323, -1.569], [-4.077, 0.114, -2.233], [-4.056, 1.047, -1.435], [-4.951, -0.740, -2.284], [-2.010, 1.183, -6.491], [-1.045, 1.129, -7.252], [-3.061, 1.765, -6.782], [0.097, -0.126, -5.459], [-3.914, 1.167, -4.693], [0.334, -0.424, 0.423], [0.801, 1.044, 0.928], [0.841, 0.953, 2.870], [2.006, 1.030, 3.627], [1.965, 0.756, 4.982], [0.771, 0.380, 5.585], [-0.392, 0.297, 4.832], [-0.358, 0.577, 3.481], [2.562, 1.417, 0.213], [3.298, 2.548, 0.560], [4.560, 2.726, 0.023], [5.083, 1.793, -0.861], [4.339, 0.679, -1.226], [3.080, 0.495, -0.689], [-0.465, 2.398, 0.340], [-1.204, 3.185, 1.212], [-2.134, 4.077, 0.704], [-2.320, 4.181, -0.666], [-1.572, 3.406, -1.536], [-0.643, 2.513, -1.034], [2.939, 1.302, 3.145], [2.865, 0.833, 5.575], [0.749, 0.147, 6.639], [-1.324, 0.015, 5.302], [-1.251, 0.495, 2.867], [2.866, 3.278, 1.237], [5.144, 3.597, 0.292], [6.067, 1.939, -1.279], [4.733, -0.037, -1.932], [2.467, -0.355, -0.974], [-1.055, 3.090, 2.284], [-2.718, 4.689, 1.377], [-3.059, 4.865, -1.056], [-1.715, 3.492, -2.604], [-0.060, 1.878, -1.697]], "atomic_forces_ev_per_a": [[-1.2337, -3.0009, 1.3912], [-0.1398, 0.1520, -0.2776], [-0.1068, -0.1734, 0.6204], [-0.6763, -0.2361, 0.8192], [-1.3869, 0.0920, 1.4934], [-0.1915, 0.3060, -0.8125], [0.7541, -0.1396, -0.5958], [1.6764, -0.7338, 0.7044], [0.0260, 0.2382, -0.7964], [-0.9746, 0.3435, -0.2824], [0.1370, -0.2090, 0.5734], [0.8412, -0.7486, 0.5266], [0.0480, 0.0330, -0.2860], [0.0370, 0.0392, -0.1731], [-0.0250, 0.0151, -0.0118], [0.0159, -0.0148, 0.0143], [0.2227, -0.1380, 0.2348], [-0.1336, -0.0348, 0.2728], [0.0200, -0.0307, -0.0343], [-0.0064, -0.0281, -0.0675], [0.0191, 0.0888, -0.0299], [0.3966, -0.0409, 0.0693], [-0.3950, 0.6031, -0.8579], [2.5574, -0.8211, -3.0799], [-0.1099, -0.1759, 0.6011], [0.2082, 0.0620, -0.1775], [-0.0271, 0.3887, -0.8841], [-0.5221, 0.2494, 0.1046], [1.7061, -0.5852, -0.4383], [-0.4322, 0.9736, -1.4405], [-3.2018, 0.5107, 0.1028], [-0.3118, -0.0411, 0.3287], [-0.3192, -0.4592, -0.0972], [0.2092, 0.4909, 0.2705], [0.1711, -1.4510, 2.8260], [2.3655, -0.1570, -1.7238], [-2.4879, 1.4072, -0.6524], [-0.0737, 0.0826, -0.0145], [0.0401, 0.0063, -0.0329], [1.1290, 2.0204, 1.5899], [0.1826, 1.6456, 0.3729], [-0.0269, -0.0751, -0.1232], [-0.0447, 0.1876, -0.4366], [-0.0855, -0.0617, 0.2325], [0.1086, 0.0738, -0.1390], [-0.0295, -0.0158, 0.1689], [0.0617, 0.1227, -0.4896], [-0.0408, 0.0763, 0.1382], [-0.3871, -0.1202, 0.1287], [0.1250, 0.1300, 0.0438], [-0.0837, -0.1174, -0.0234], [0.2017, 0.1549, -0.0142], [-0.5502, -0.2715, 0.1465], [0.3826, -0.2150, 0.1226], [0.1474, -0.1290, 0.3425], [-0.0245, 0.0183, 0.0554], [-0.0001, 0.0239, 0.0479], [0.0232, 0.0047, -0.1616], [0.2902, -0.3720, -0.0344], [0.0006, -0.0201, 0.0689], [0.0774, -0.0375, 0.0159], [-0.0033, 0.0119, 0.1182], [-0.0517, -0.0534, -0.0035], [-0.0314, -0.0521, 0.1371], [0.1314, 0.0416, -0.0233], [-0.0115, 0.0403, 0.0021], [0.0898, 0.0341, -0.0325], [-0.0322, -0.0213, -0.0761], [0.0639, 0.0007, -0.1099], [-0.0586, 0.0767, -0.0622], [-0.0268, 0.0086, 0.0501], [-0.0411, 0.0439, -0.0399], [-0.0298, -0.0991, -0.0503], [-0.1521, 0.0818, -0.1493]], "lowdin_spin": [0.00, 0.00, 0.00, 0.00, 0.00, 0.00, 0.00, 0.00, 0.00, 0.00, 0.00, 0.00, 0.00, 0.00, 0.00, 0.00, 0.00, 0.00, 0.00, 0.00, 0.00, -0.01, -0.01, 0.00, -0.01, 0.08, 0.04, 0.08, -0.01, 0.09, 0.06, 0.00, 0.00, 0.00, 0.25, 0.21, 0.19, 0.01, 0.01, 0.00, 0.00, 0.00, 0.00, 0.00, 0.00, 0.00, 0.00, 0.00, 0.00, 0.00, 0.00, 0.00, 0.00, 0.00, 0.00, 0.00, 0.00, 0.00, 0.00, 0.00, 0.00, 0.00, 0.00, 0.00, 0.00, 0.00, 0.00, 0.00, 0.00, 0.00, 0.00, 0.00, 0.00, 0.00], "s_squared": 0.774, "charge": -1, "lumo_energy_ha": [0.0513, 0.0513], "spin_multiplicity": 2, "total_energy_ev": -143644.29312}